(1)
The following is a quantum chemistry calculation of a single C5H12N2 molecule, from OMol25.

As for the LUMO energy: 0.97 eV. The calculation puts the calculated total energy at -8356.6061 eV. As for the charge: 0. As for the gap between HOMO and LUMO: 9.78 eV. The largest force on an atom comes out at 4.572 eV/Å.

Geometry (Å):
C  1.68  1.23  -1.16
C  0.41  1.14  -0.88
C  -0.42  0.03  0.26
C  -1.50  0.79  1.06
C  0.60  -0.64  1.21
N  -1.10  -0.95  -0.58
N  -0.25  -1.77  -1.40
H  2.16  1.93  -1.83
H  2.50  0.48  -0.89
H  -0.28  1.96  -1.09
H  -0.99  1.73  1.64
H  -1.92  0.09  1.86
H  -2.35  1.16  0.40
H  0.29  -1.57  1.78
H  1.58  -0.99  0.67
H  0.77  0.12  2.05
H  -1.84  -1.48  -0.04
H  0.02  -1.24  -2.19
H  0.65  -2.02  -0.86


(2)
The following is a quantum chemistry calculation of a single C5H12N2 molecule, from OMol25.

As for the LUMO energy: 0.87 eV. The calculation puts the calculated total energy at -8357.2163 eV. As for the charge: 0. As for the gap between HOMO and LUMO: 9.28 eV. The largest force on an atom comes out at 3.581 eV/Å.

Geometry (Å):
H  -2.29  -2.55  -0.31
N  -2.28  -1.63  0.14
C  -1.08  -1.25  0.37
C  0.57  -1.81  -0.19
C  -0.79  0.17  0.85
N  0.34  0.61  0.02
C  -0.10  1.14  -1.27
C  1.26  1.52  0.71
H  0.27  -2.68  -0.78
H  1.36  -1.36  -0.79
H  0.99  -2.13  0.76
H  -0.47  0.09  1.90
H  -1.65  0.83  0.76
H  0.77  1.33  -1.91
H  -0.68  2.06  -1.15
H  -0.73  0.40  -1.78
H  2.14  1.70  0.08
H  0.78  2.48  0.93
H  1.59  1.08  1.65


(3)
The following is a quantum chemistry calculation of a single C5H12N2 molecule, from OMol25.

As for the LUMO energy: 1.01 eV. The calculation puts the calculated total energy at -8357.6183 eV. As for the charge: 0. As for the gap between HOMO and LUMO: 9.84 eV. The largest force on an atom comes out at 3.836 eV/Å.

Geometry (Å):
H  3.19  -0.69  1.57
N  2.68  -0.71  0.65
C  2.05  0.34  0.21
N  1.00  0.23  -0.70
C  -0.08  1.16  -0.67
C  -1.22  1.00  0.26
C  -1.65  -0.50  0.63
C  -2.16  -1.46  -0.46
H  2.16  1.45  0.61
H  0.88  -0.79  -0.67
H  0.35  2.12  -0.39
H  -0.36  1.27  -1.79
H  -2.27  1.33  -0.23
H  -0.97  1.61  1.18
H  -2.62  -0.32  1.37
H  -0.76  -1.02  1.12
H  -2.44  -0.74  -1.30
H  -3.13  -1.91  -0.31
H  -1.37  -2.20  -0.64


(4)
The following is a quantum chemistry calculation of a molecular structure, C5H12N2, from OMol25.

As for the LUMO energy (spin up / spin down): 0.46 / 0.46 eV. The calculation puts the calculated total energy at -8353.5179 eV. As for the charge: 0. As for the gap between HOMO and LUMO (spin up / spin down): 7.60 / 7.60 eV. The largest force on an atom comes out at 3.296 eV/Å.

Geometry (Å):
C  1.45  1.01  -0.81
C  0.19  -1.03  0.83
C  1.99  -0.03  0.04
C  3.14  -0.50  0.45
H  0.32  1.04  -0.78
H  1.79  2.00  -0.50
H  0.47  -1.85  1.49
H  0.30  -1.38  -0.19
H  0.30  -0.11  1.40
H  1.71  0.84  -1.86
H  4.08  -0.05  0.11
H  3.24  -1.34  1.12
N  -3.56  -0.14  0.07
C  -2.24  0.09  -0.08
N  -1.67  0.98  -0.76
H  -3.90  -0.87  0.67
H  -4.26  0.39  -0.44
H  -2.24  1.63  -1.32
H  -1.12  -0.69  0.55


(5)
The following is a quantum chemistry calculation of a single C5H12N2 molecule, from OMol25.

As for the LUMO energy: 1.09 eV. The calculation puts the calculated total energy at -8358.5929 eV. As for the charge: 0. As for the gap between HOMO and LUMO: 9.10 eV. The largest force on an atom comes out at 1.740 eV/Å.

Geometry (Å):
N  1.47  -2.48  0.57
C  2.06  -1.50  -0.22
C  1.39  -0.58  -0.91
C  -0.08  -0.35  -0.72
C  -0.50  1.12  -0.45
C  -1.49  1.20  0.71
N  -2.36  2.35  0.61
H  2.07  -3.26  0.79
H  0.50  -2.69  0.48
H  3.13  -1.50  -0.08
H  1.89  0.22  -1.42
H  -0.86  -0.80  -1.36
H  -0.32  -0.84  0.23
H  -0.79  1.69  -1.33
H  0.45  1.60  -0.20
H  -2.03  0.26  0.71
H  -0.85  1.11  1.60
H  -1.74  3.14  0.41
H  -2.76  2.74  1.46


(6)
The following is a quantum chemistry calculation of a single C5H12N2O molecule, from OMol25.

As for the LUMO energy: 0.97 eV. The calculation puts the calculated total energy at -10403.8777 eV. As for the charge: 0. As for the gap between HOMO and LUMO: 9.08 eV. The largest force on an atom comes out at 5.522 eV/Å.

Geometry (Å):
C  -1.44  -0.35  -1.39
C  0.01  -0.57  -0.99
C  0.88  -1.12  -2.11
N  0.53  -0.61  0.21
O  1.76  -0.89  0.42
C  -0.32  -0.31  1.37
C  0.26  0.99  2.13
N  0.09  1.94  1.13
H  -2.04  0.01  -0.59
H  -1.89  -1.27  -1.80
H  -1.41  0.46  -2.03
H  1.95  -0.59  -2.24
H  0.19  -0.98  -2.93
H  1.23  -2.12  -1.85
H  -0.23  -1.16  1.91
H  -1.42  -0.16  1.26
H  -0.42  1.08  2.94
H  1.34  0.69  2.50
H  0.01  2.93  1.56
H  0.92  2.00  0.50


(7)
The following is a quantum chemistry calculation of a single C5H12N2O molecule, from OMol25.

As for the LUMO energy: 0.95 eV. The calculation puts the calculated total energy at -10406.5658 eV. As for the charge: 0. As for the gap between HOMO and LUMO: 9.84 eV. The largest force on an atom comes out at 1.130 eV/Å.

Geometry (Å):
C  -0.97  1.14  2.18
N  -0.33  1.21  0.88
C  -0.52  0.06  0.06
N  -1.79  0.03  -0.59
O  0.02  -1.12  0.58
C  0.67  -0.56  -0.55
C  0.57  -1.34  -1.85
C  2.03  0.05  -0.30
H  -0.62  1.98  2.78
H  -0.66  0.21  2.65
H  -2.07  1.16  2.14
H  -0.64  2.03  0.37
H  -2.53  -0.06  0.10
H  -1.87  -0.75  -1.23
H  0.39  -0.67  -2.68
H  1.49  -1.88  -2.02
H  -0.24  -2.07  -1.80
H  1.99  0.67  0.59
H  2.77  -0.74  -0.15
H  2.32  0.65  -1.16


Which relative energy (zero: lowest compared OMol25 entry of this formula, charge and spin) belongs to each record? In order, 340.61, 281.73, 242.94, 638.57, 148.90, 438.65, 179.29 kJ/mol.